Formula: C11H21BClNO11P3
Source: the OMol25 dataset
Level of theory: ωB97M-V/def2-TZVPD

XYZ file:
```
49
Properties=species:S:1:pos:R:3:nbo_charge:R:1
C 2.150 -2.454 2.368 -0.76
C 1.121 -2.385 3.580 0.78
O 1.578 -2.525 4.748 -0.59
O -0.277 -2.207 3.478 -0.51
C -0.705 -1.964 2.110 -0.10
C -0.392 -0.439 1.733 -0.48
C -0.179 -0.177 0.151 0.28
C -0.774 -1.243 -0.880 -0.59
C 0.211 -2.416 -1.296 0.61
O 1.166 -2.860 -0.651 -0.52
Cl -0.136 -3.263 -2.911 -0.10
O 1.196 0.054 -0.286 -0.77
B 1.302 1.080 -1.339 0.13
P 1.200 0.582 -3.206 1.18
O 0.376 1.696 -3.947 -1.11
P 3.027 1.868 -0.977 2.04
O 3.135 3.358 -1.311 -1.05
O 3.539 1.592 0.660 -0.98
O 4.175 0.968 -1.929 -0.97
O 0.076 1.862 -1.139 -0.72
C -0.671 1.393 0.019 0.04
C -2.235 1.711 0.089 -0.49
C -3.121 1.073 -1.076 -0.10
O -3.846 -0.062 -0.475 -0.55
C -4.234 -1.002 -1.450 0.63
O -4.537 -0.749 -2.629 -0.56
P 0.011 2.606 1.361 1.25
N -0.013 4.139 0.861 -1.30
H 2.136 -1.556 1.671 0.26
H 2.044 -3.460 1.819 0.25
H 3.201 -2.483 2.839 0.25
H -1.855 -2.066 2.120 0.20
H -0.331 -2.734 1.361 0.20
H 0.577 -0.068 2.235 0.25
H -1.260 0.184 2.164 0.23
H -1.747 -1.669 -0.441 0.25
H -1.076 -0.709 -1.856 0.27
H 0.499 -0.645 -3.448 -0.10
H 2.457 0.512 -3.888 -0.06
H 4.003 0.727 0.703 0.48
H 3.928 0.030 -1.715 0.47
H -2.340 2.856 -0.008 0.26
H -2.671 1.458 1.117 0.24
H -3.941 1.833 -1.361 0.20
H -2.557 0.804 -2.025 0.23
H -4.322 -2.094 -1.089 0.14
H 1.304 2.162 1.782 -0.02
H -0.884 2.506 2.492 -0.09
H -0.358 4.182 -0.108 0.38
```

Values from the calculation:
DFT total energy in eV: -76827.220
HOMO level in eV: -5.6
Charge: -1
M in g mol⁻¹: 482.472
Lowest unoccupied orbital energy in eV: 2.1
ΔE to the lowest compared entry with this formula, charge and spin in kcal/mol: 88.0


Formula: C48H79AlO36P
Source: the OMol25 dataset
Level of theory: ωB97M-V/def2-TZVPD

XYZ file:
```
165
Properties=species:S:1:pos:R:3:lowdin_charge:R:1
C -0.571 1.439 1.042 -0.16
C -1.845 0.513 1.510 -0.33
C -1.403 -0.914 2.238 -0.33
Al -0.954 -2.412 0.910 0.22
C 0.868 -2.239 -0.015 -0.36
P 2.285 -1.598 1.092 0.67
O 1.916 -0.365 2.011 -0.41
O 3.566 -1.068 -0.018 -0.26
O 3.026 -2.813 2.109 -0.26
H 0.138 0.815 0.314 0.07
H -0.873 2.469 0.558 0.05
H 0.076 1.721 2.005 0.08
H -2.603 0.340 0.615 0.08
H -2.431 1.124 2.347 0.08
H -2.377 -1.267 2.831 0.03
H -0.580 -0.756 3.085 0.06
H -1.044 -3.822 1.680 -0.08
H -2.105 -2.492 -0.217 -0.10
H 1.182 -3.336 -0.363 0.04
H 0.797 -1.613 -1.024 0.05
H 4.391 -1.594 0.216 0.03
H 3.064 -2.399 3.031 0.07
C 5.199 -0.403 6.502 -0.02
C 4.048 -1.390 6.514 -0.34
C 3.948 -2.192 7.776 -0.12
O 3.284 -3.363 7.334 0.07
C 3.618 -3.518 6.017 -0.50
O 3.397 -4.525 5.364 0.13
O 4.239 -2.401 5.535 0.08
H 5.490 -0.155 5.476 0.09
H 4.928 0.519 7.025 0.09
H 6.088 -0.818 6.990 0.08
H 3.108 -0.874 6.280 0.17
H 3.372 -1.686 8.554 0.14
H 4.921 -2.487 8.184 0.14
C 0.002 5.332 -2.850 -0.02
C -0.906 4.133 -3.042 -0.33
C -2.261 4.477 -3.582 -0.11
O -3.054 3.404 -3.106 0.04
C -2.464 2.978 -1.947 -0.50
O -2.981 2.207 -1.154 0.12
O -1.228 3.537 -1.794 0.09
H 0.775 5.121 -2.103 0.08
H 0.486 5.609 -3.791 0.10
H -0.556 6.203 -2.489 0.09
H -0.402 3.373 -3.653 0.16
H -2.282 4.523 -4.674 0.14
H -2.670 5.408 -3.176 0.14
C 5.907 5.186 -2.557 0.00
C 4.799 5.932 -1.840 -0.33
C 3.822 5.039 -1.135 -0.11
O 2.654 5.840 -1.104 0.05
C 2.725 6.663 -2.194 -0.51
O 1.800 7.346 -2.604 0.10
O 3.964 6.611 -2.766 0.09
H 6.329 5.795 -3.364 0.09
H 6.708 4.916 -1.862 0.09
H 5.536 4.265 -3.018 0.07
H 5.227 6.684 -1.165 0.15
H 4.142 4.776 -0.124 0.15
H 3.590 4.123 -1.689 0.08
C 1.316 -8.762 2.648 -0.03
C 1.047 -7.820 1.491 -0.36
C 1.135 -6.368 1.856 -0.12
O 0.295 -5.765 0.887 -0.01
C -0.637 -6.707 0.549 -0.52
O -1.643 -6.479 -0.103 0.12
O -0.296 -7.932 1.048 0.08
H 0.855 -9.740 2.470 0.08
H 2.391 -8.899 2.797 0.08
H 0.892 -8.379 3.583 0.09
H 1.699 -8.069 0.644 0.16
H 2.152 -5.976 1.790 0.14
H 0.726 -6.142 2.847 0.15
C -7.039 -3.454 4.823 -0.02
C -5.989 -2.430 5.207 -0.35
C -5.351 -1.745 4.036 -0.11
O -4.092 -1.363 4.562 0.04
C -3.791 -2.278 5.534 -0.50
O -2.696 -2.388 6.062 0.13
O -4.875 -3.055 5.826 0.08
H -7.172 -4.195 5.619 0.09
H -8.001 -2.970 4.626 0.09
H -6.749 -4.006 3.923 0.09
H -6.408 -1.712 5.924 0.15
H -5.914 -0.871 3.699 0.14
H -5.175 -2.410 3.184 0.15
C 4.997 0.114 -6.093 -0.01
C 3.865 0.946 -5.524 -0.34
C 3.575 2.193 -6.304 -0.11
O 2.995 3.033 -5.322 0.07
C 3.531 2.646 -4.124 -0.45
O 3.420 3.275 -3.084 0.11
O 4.211 1.468 -4.251 0.11
H 5.442 -0.520 -5.320 0.09
H 4.642 -0.520 -6.911 0.09
H 5.802 0.747 -6.484 0.09
H 2.969 0.325 -5.397 0.17
H 2.882 2.024 -7.131 0.14
H 4.475 2.689 -6.686 0.14
C -3.805 0.374 -3.471 -0.02
C -4.956 -0.613 -3.459 -0.34
C -5.056 -1.415 -2.197 -0.10
O -5.720 -2.586 -2.638 0.07
C -5.386 -2.741 -3.956 -0.49
O -5.607 -3.748 -4.609 0.11
O -4.766 -1.624 -4.437 0.08
H -3.514 0.622 -4.497 0.09
H -4.077 1.296 -2.947 0.06
H -2.917 -0.041 -2.982 0.10
H -5.897 -0.097 -3.693 0.16
H -5.633 -0.909 -1.419 0.15
H -4.084 -1.710 -1.789 0.12
C 6.474 -6.309 0.499 -0.02
C 6.719 -4.910 -0.032 -0.34
C 5.479 -4.076 -0.142 -0.12
O 5.827 -3.155 -1.161 0.06
C 6.735 -3.794 -1.960 -0.50
O 7.102 -3.386 -3.050 0.13
O 7.167 -4.952 -1.379 0.08
H 7.271 -6.991 0.185 0.09
H 6.420 -6.307 1.592 0.09
H 5.535 -6.724 0.117 0.08
H 7.496 -4.413 0.562 0.16
H 5.235 -3.556 0.787 0.13
H 4.602 -4.639 -0.479 0.15
C -6.512 -4.371 -7.438 -0.02
C -7.083 -3.078 -7.985 -0.34
C -8.577 -3.077 -8.110 -0.12
O -8.791 -2.126 -9.138 0.06
C -7.673 -2.157 -9.926 -0.51
O -7.585 -1.622 -11.019 0.12
O -6.674 -2.873 -9.329 0.09
H -5.467 -4.496 -7.740 0.10
H -6.570 -4.391 -6.345 0.06
H -7.057 -5.242 -7.819 0.08
H -6.721 -2.227 -7.394 0.16
H -9.078 -2.774 -7.188 0.14
H -8.988 -4.036 -8.444 0.14
C 3.203 8.730 2.254 -0.01
C 4.278 7.747 2.677 -0.35
C 5.232 8.292 3.697 -0.12
O 6.393 7.514 3.467 0.06
C 6.360 7.160 2.145 -0.50
O 7.296 6.662 1.542 0.13
O 5.144 7.448 1.593 0.07
H 2.810 8.476 1.264 0.09
H 2.378 8.737 2.972 0.09
H 3.598 9.749 2.185 0.09
H 3.819 6.806 3.006 0.17
H 4.874 8.164 4.722 0.14
H 5.491 9.344 3.536 0.14
C -4.345 4.048 4.312 -0.02
C -5.253 2.849 4.120 -0.34
C -6.608 3.193 3.579 -0.11
O -7.401 2.120 4.056 0.06
C -6.811 1.694 5.214 -0.51
O -7.328 0.923 6.008 0.12
O -5.575 2.253 5.367 0.09
H -3.572 3.837 5.059 0.09
H -3.861 4.325 3.370 0.09
H -4.903 4.919 4.673 0.08
H -4.749 2.089 3.509 0.16
H -6.629 3.239 2.488 0.15
H -7.017 4.124 3.986 0.14
```

Values from the calculation:
DFT total energy in eV: -140656.462
HOMO level in eV: -4.8
Charge: -1
M in g mol⁻¹: 1290.080
Lowest unoccupied orbital energy in eV: 1.8


Formula: C35H33F12N7O8ReS
Source: the OMol25 dataset
Level of theory: ωB97M-V/def2-TZVPD

XYZ file:
```
97
Properties=species:S:1:pos:R:3:mulliken_spin:R:1
Re 0.271 0.027 0.146 0.82
C -0.892 4.301 -5.015 0.00
C -0.957 3.419 -3.808 0.01
C -1.514 3.886 -2.623 0.00
C -1.648 3.047 -1.540 0.01
C -1.243 1.703 -1.592 0.01
N -1.487 0.875 -0.492 0.00
C -2.730 0.904 0.071 0.00
C -3.808 1.517 -0.606 -0.01
C -4.984 1.837 0.026 0.00
C -5.167 1.548 1.375 0.00
C -6.382 1.993 2.119 0.00
C -4.206 0.757 1.994 0.00
C -3.032 0.386 1.360 -0.01
C -2.138 -0.680 1.973 0.05
O -0.797 -0.478 1.831 -0.03
C -2.334 -0.894 3.499 0.00
F -3.461 -1.521 3.847 0.00
F -2.320 0.265 4.177 0.00
F -1.325 -1.614 3.995 0.00
C -2.574 -2.018 1.274 -0.02
F -2.102 -3.115 1.872 0.00
F -3.905 -2.157 1.228 0.00
F -2.134 -2.038 0.012 0.00
C -0.595 1.249 -2.761 -0.01
C -0.487 2.112 -3.846 0.00
C -0.104 -0.200 -2.863 0.04
O 0.385 -0.774 -1.723 0.03
C 1.077 -0.344 -3.869 0.00
F 2.016 0.583 -3.635 0.00
F 0.767 -0.243 -5.168 0.00
F 1.667 -1.530 -3.723 0.00
C -1.298 -1.070 -3.352 -0.01
F -0.984 -2.363 -3.403 0.00
F -1.731 -0.716 -4.574 0.00
F -2.347 -0.939 -2.535 0.00
H -1.711 5.017 -5.001 0.00
H -0.948 3.711 -5.927 0.00
H 0.041 4.866 -5.030 0.00
H -1.879 4.900 -2.566 0.00
H -2.125 3.410 -0.638 0.00
H -3.689 1.749 -1.650 0.00
H -5.764 2.332 -0.533 0.00
H -6.831 2.852 1.630 0.00
H -6.130 2.256 3.144 0.00
H -7.121 1.193 2.149 0.00
H -4.409 0.418 2.997 0.00
H -0.059 1.775 -4.774 0.00
C 1.783 1.570 2.508 0.03
N 0.693 1.866 1.548 0.01
C 1.146 2.984 0.674 0.00
N 1.502 4.152 1.439 0.00
C 2.570 3.799 2.364 0.00
N 2.149 2.741 3.274 0.00
C 0.988 3.219 4.013 0.00
N -0.111 3.544 3.110 0.00
C -0.455 2.365 2.351 0.01
C 0.338 4.587 2.196 0.00
H 2.657 1.224 1.952 -0.02
H 1.438 0.784 3.187 0.01
H 0.341 3.245 -0.019 -0.02
H 2.012 2.651 0.099 0.02
H 2.845 4.682 2.946 0.00
H 3.437 3.463 1.792 0.00
H 1.269 4.117 4.570 0.00
H 0.659 2.448 4.713 0.00
H -1.286 2.598 1.680 -0.01
H -0.759 1.575 3.041 0.01
H 0.595 5.479 2.770 0.00
H -0.468 4.827 1.498 0.00
O 3.605 -1.038 0.193 0.00
C 3.396 -0.040 -0.478 0.00
O 2.301 0.603 -0.554 0.09
C 4.542 0.583 -1.257 0.00
C 5.688 -0.167 -1.495 0.00
C 6.764 0.412 -2.153 0.00
C 6.738 1.741 -2.553 0.00
C 5.586 2.472 -2.306 0.00
C 4.482 1.901 -1.686 0.00
N 5.546 3.875 -2.667 0.00
O 4.594 4.516 -2.280 0.00
O 6.468 4.317 -3.311 0.00
N 7.957 -0.380 -2.405 0.00
O 7.942 -1.539 -2.065 0.00
O 8.887 0.180 -2.937 0.00
H 5.748 -1.194 -1.162 0.00
H 7.590 2.194 -3.039 0.00
H 3.590 2.491 -1.543 0.00
C 1.833 -2.707 2.109 0.01
S 0.739 -2.649 0.662 -0.03
C 1.820 -3.392 -0.581 0.00
H 2.758 -2.187 1.881 0.00
H 2.019 -3.748 2.355 0.00
H 1.295 -2.225 2.919 0.00
H 2.117 -4.379 -0.235 0.00
H 2.688 -2.757 -0.722 0.00
H 1.248 -3.466 -1.501 0.00
```

Values from the calculation:
2S+1: 2
DFT total energy in eV: -109212.998
HOMO level (alpha / beta) in eV: -7.7 / -7.7
Charge: 0
M in g mol⁻¹: 1125.940
Lowest unoccupied orbital energy (alpha / beta) in eV: -2.0 / -1.5
ΔE to the lowest compared entry with this formula, charge and spin in kcal/mol: 36.8


Formula: C3H4F2
Source: the OMol25 dataset
Level of theory: ωB97M-V/def2-TZVPD

XYZ file:
```
9
Properties=species:S:1:pos:R:3:nbo_charge:R:1
C -1.078 0.089 0.161 0.53
C 0.195 -0.494 0.075 -0.33
C 1.194 0.109 -0.445 -0.31
H -1.258 0.120 1.188 0.12
H 0.378 -1.431 0.542 0.22
H 1.261 1.098 -1.080 0.24
H 2.301 -0.429 0.099 0.19
F -0.913 1.415 -0.049 -0.35
F -2.080 -0.477 -0.490 -0.31
```

Values from the calculation:
DFT total energy in eV: -8608.159
HOMO level in eV: -10.6
Charge: 0
M in g mol⁻¹: 78.061
Lowest unoccupied orbital energy in eV: 0.9
ΔE to the lowest compared entry with this formula, charge and spin in kcal/mol: 45.1


Which of these has the lowest DFT total energy?
C48H79AlO36P


What is the M in the second record?
1290.080 g mol⁻¹


Which formula does entry 4 have?
C3H4F2